Record 1
This record from the Open Molecules 2025 dataset describes one molecule with the formula C5H5NO. The level of theory is ωB97M-V with the def2-TZVPD basis set.

HOMO level	-10.37	eV
Kohn-Sham gap	11.061	eV
energy above the lowest of the compared OMol25 structures with the same formula, charge and spin	1.4104	eV
2S+1	1
SMILES string	N#C[C@@H]1C[C@@H]1C=O
E	-8802.009	eV

CARTESIAN COORDINATES (ANGSTROEM)
N -1.53 1.04 -2.31
C -0.67 0.82 -1.58
C 0.49 0.44 -0.79
C 0.56 -1.01 -0.39
C 0.44 0.04 0.68
C -0.77 0.16 1.55
O -0.68 0.45 2.72
H 1.40 0.94 -1.08
H -0.33 -1.59 -0.62
H 1.49 -1.55 -0.49
H 1.35 0.28 1.22
H -1.75 -0.04 1.08


Record 2
This record from the Open Molecules 2025 dataset describes a 2-piece molecular cluster, C2H4N4O overall. The level of theory is ωB97M-V with the def2-TZVPD basis set.

HOMO level	-10.33	eV
Kohn-Sham gap	10.825	eV
energy above the lowest of the compared OMol25 structures with the same formula, charge and spin	3.4618	eV
2S+1	1
SMILES string	c1nn[nH]n1.C=O
E	-10143.673	eV

CARTESIAN COORDINATES (ANGSTROEM)
C 0.52 -1.14 0.51
N 1.04 -1.65 -0.63
N 0.08 -1.51 -1.52
N -0.99 -1.15 -0.91
N -0.81 -0.87 0.35
H 1.20 -1.01 1.30
H -1.92 -1.18 -1.33
C 0.26 2.10 0.58
O -0.60 1.45 0.03
H 0.04 2.68 1.55
H 1.19 2.28 0.05


Record 3
This record from the Open Molecules 2025 dataset describes a 2-piece molecular cluster, C2H10N4 overall. The level of theory is ωB97M-V with the def2-TZVPD basis set.

HOMO level (alpha / beta)	-16.91 / -16.91	eV
Kohn-Sham gap (alpha / beta)	8.445 / 8.446	eV
energy above the lowest of the compared OMol25 structures with the same formula, charge and spin	4.6150	eV
net charge	+2
2S+1	1
E	-8174.163	eV

CARTESIAN COORDINATES (ANGSTROEM)
C -0.66 -0.11 0.38
C 1.61 0.39 -0.47
N 0.24 -0.17 -0.52
N -3.12 -0.55 -0.22
N 2.68 -0.25 0.27
N -3.86 0.39 0.03
H -0.26 0.31 1.40
H 1.93 0.59 -1.45
H 1.42 1.49 0.01
H -2.75 -1.04 0.59
H 2.30 -0.53 1.16
H 3.55 0.50 0.36
H 3.19 -1.09 -0.14
H -0.25 -0.66 -1.37
H -4.51 0.41 0.87
H -4.09 1.07 -0.77